58
Properties=species:S:1:pos:R:3 method="wB97M-V/def2-TZVPD" spin_multiplicity=2 energy_ev=-68049.3886 relative_energy_kcal_mol=0.0 charge=+1 homo_ev="-11.006 / -10.955" fmax_ha_per_bohr=0.04608 e_lumo_ev="-3.6687 / -3.3241" s_squared=0.78 gap_ev="7.34 / 7.63"
Cr -0.5863 0.3347 -0.9861
C -2.6505 0.0285 -1.8609
C -1.9269 0.9215 -2.7023
C -1.5892 2.0795 -1.9408
C -2.0734 1.8866 -0.6191
C -2.7323 0.6125 -0.5710
C -3.4951 0.1102 0.6178
C -2.0584 2.8898 0.4882
C -0.9408 3.3185 -2.4633
C -1.6816 0.7442 -4.1652
C -3.3162 -1.2313 -2.3157
H -4.0404 -0.8044 0.3911
H -4.2174 0.8608 0.9397
H -2.8351 -0.0834 1.4674
H -2.9309 3.5422 0.4103
H -1.1633 3.5086 0.4427
H -2.0835 2.4002 1.4611
H -1.6985 4.0673 -2.7021
H -0.3650 3.1133 -3.3638
H -0.2700 3.7438 -1.7188
H -2.4851 1.2248 -4.7281
H -1.6645 -0.3070 -4.4479
H -0.7439 1.2019 -4.4755
H -3.4822 -1.9293 -1.4962
H -2.7271 -1.7398 -3.0787
H -4.2889 -0.9963 -2.7520
O 0.1156 -1.3750 -0.9441
C 0.0709 -2.5971 -0.7123
C -1.0031 -3.2093 0.1226
C -0.3375 -3.4593 1.5160
C 0.9637 -2.6632 1.8042
C 2.2585 -3.2091 1.1684
C 2.3914 -2.9088 -0.3276
N 1.1438 -3.3586 -0.9842
H -1.3477 -4.1457 -0.3188
H -1.8467 -2.5253 0.1989
H -0.1352 -4.5236 1.6423
H -1.0682 -3.1858 2.2762
H 1.1083 -2.6793 2.8846
H 0.8359 -1.6131 1.5246
H 2.3053 -4.2913 1.3258
H 3.1133 -2.7697 1.6853
H 3.2372 -3.4358 -0.7631
H 2.5102 -1.8398 -0.5016
H 0.9694 -4.3453 -0.8414
C 3.7343 3.9921 3.0731
C 3.3786 2.6898 2.4346
C 3.9226 1.4753 2.8495
C 3.4545 0.3318 2.2329
N 2.5593 0.3562 1.2451
C 2.1600 1.5713 0.8652
S 1.1393 1.7303 -0.5574
N 2.4988 2.7219 1.4326
H 4.4642 3.8573 3.8686
H 2.8381 4.4578 3.4834
H 4.1377 4.6754 2.3261
H 4.6705 1.4295 3.6280
H 3.8035 -0.6510 2.5318